1.
{"formula": "C17H21ClN4O2", "method": "ωB97M-V with the def2-TZVPD basis set", "de_lowest_kj_mol": 0.00, "homo_energy_ev": -8.468, "smiles": "CCN1CCN(c2cc(=O)n(-c3cc(Cl)ccc3C)c(=O)[nH]2)CC1", "largest_force_ev_per_a": 0.5, "lumo_energy_ev": 0.39, "orbital_gap_ev": 8.86, "symbols": ["H", "H", "H", "C", "N", "C", "H", "H", "H", "C", "H", "H", "H", "C", "H", "C", "H", "O", "O", "C", "C", "C", "C", "N", "C", "H", "H", "H", "C", "C", "C", "C", "C", "H", "H", "C", "N", "Cl", "H", "H", "H", "H", "H", "N", "C"], "xyz": [[-2.397957, 5.701739, 3.291882], [0.180525, 3.698834, 1.423303], [1.279822, 0.806137, -1.590788], [1.538851, -1.165388, -1.229867], [0.952076, 0.065379, -0.988327], [0.014330, -2.084534, 0.479844], [-0.775000, -5.138269, -2.396269], [-1.285794, 6.130194, 1.124640], [-3.345473, 3.295196, 0.634659], [1.578483, -5.738770, -1.429861], [-1.067278, 4.571900, 3.073058], [-1.584255, 1.951121, 1.805402], [-0.532379, -3.383773, -2.349999], [2.872628, -5.942460, -0.988723], [0.461903, 4.784275, 0.047135], [-1.763191, 1.835320, 0.728758], [-2.734373, 4.034472, 2.832183], [-0.341740, -3.067927, 1.097862], [2.410743, -1.271938, -2.060985], [3.553531, -4.896308, -0.389873], [-2.386193, 3.108180, 0.150689], [-0.456748, -4.305786, -1.774903], [-2.044479, 4.864372, 2.696652], [-1.531309, 4.275988, 0.281005], [1.649530, -3.481699, -0.671502], [-2.581239, 2.940427, -0.916784], [1.262480, 2.535976, -0.443021], [1.048412, -6.553428, -1.900540], [-0.128069, 3.928367, 0.390248], [0.184814, 2.716916, -0.482569], [-1.970892, 5.283884, 1.223803], [-0.051180, 0.295414, -0.078619], [-0.512447, -0.767217, 0.646532], [-2.449650, 0.999117, 0.580643], [-1.129020, -4.227923, -0.920783], [0.942454, -4.511871, -1.289064], [-0.526437, 1.559146, 0.025370], [5.172399, -5.128585, 0.163012], [-1.264973, -0.657542, 1.404959], [3.351153, -6.901501, -1.109701], [-0.104224, 2.937072, -1.518877], [3.478292, -2.848712, 0.242747], [-2.959778, 5.616771, 0.896331], [1.043529, -2.198819, -0.485521], [2.948122, -3.663745, -0.224140]], "forces_ev_per_angstrom": [[-0.04, 0.06, 0.12], [0.04, 0.00, -0.06], [-0.01, -0.20, 0.03], [0.04, 0.36, -0.23], [0.04, 0.52, -0.03], [-0.11, 0.16, 0.09], [-0.03, -0.02, -0.08], [-0.10, 0.06, -0.01], [0.00, -0.03, -0.01], [0.02, 0.09, 0.03], [0.07, -0.05, 0.10], [-0.07, -0.06, -0.03], [-0.07, 0.03, -0.07], [0.07, 0.06, 0.05], [0.07, -0.11, 0.06], [-0.32, 0.07, 0.17], [-0.07, -0.09, 0.07], [0.04, -0.01, 0.01], [0.14, -0.02, -0.12], [-0.29, 0.07, -0.08], [-0.01, -0.20, -0.16], [-0.03, 0.01, 0.10], [0.08, 0.05, -0.33], [0.17, -0.09, -0.06], [0.23, -0.47, -0.06], [-0.13, -0.12, 0.13], [-0.08, 0.03, -0.02], [-0.06, -0.07, -0.05], [0.11, 0.08, -0.10], [0.19, 0.34, -0.09], [-0.08, 0.03, 0.13], [-0.16, -0.44, 0.25], [-0.25, 0.26, 0.08], [0.04, 0.03, 0.04], [-0.08, 0.01, -0.02], [0.08, 0.16, 0.03], [0.10, -0.13, -0.16], [0.29, -0.04, 0.10], [-0.06, 0.07, 0.07], [0.07, -0.07, 0.00], [0.10, 0.01, 0.03], [0.06, 0.06, 0.04], [0.07, 0.11, 0.03], [0.07, -0.43, 0.05], [-0.12, -0.10, -0.04]]}

2.
{"formula": "C6H11NO", "method": "ωB97M-V with the def2-TZVPD basis set", "de_lowest_kj_mol": 41.59, "homo_energy_ev": [1.296, -5.378], "charge": -1, "multiplicity": 2, "largest_force_ev_per_a": 0.8, "lumo_energy_ev": [3.23, 3.17], "orbital_gap_ev": [1.94, 8.55], "symbols": ["C", "C", "H", "H", "H", "C", "H", "C", "H", "H", "O", "H", "C", "H", "H", "C", "H", "N", "H"], "xyz": [[-0.104867, -1.001002, -1.494138], [-0.520071, -2.048705, -0.720877], [1.052870, -0.283772, -3.158838], [0.134827, 2.528184, 6.274734], [-0.441953, 2.252419, -1.553577], [-0.287796, 0.192707, -0.717218], [-1.458135, -2.069042, 1.161787], [-0.774630, -0.199217, 0.497725], [1.102870, 1.459463, -1.730159], [0.651039, 2.021920, -0.185875], [0.646582, 2.375624, 5.463305], [0.900055, -2.060555, -3.040602], [0.235268, 1.556434, -1.062172], [-0.480013, -1.059397, -3.560143], [1.351344, 1.749250, 5.704287], [0.391922, -1.108041, -2.905135], [-1.077091, 0.375374, 1.348875], [-0.888313, -1.561762, 0.509576], [-0.433915, -3.119876, -0.831552]], "forces_ev_per_angstrom": [[-0.04, 0.07, 0.00], [0.25, -0.26, 0.61], [0.15, -0.01, -0.08], [0.09, -0.17, 0.08], [-0.30, -0.08, 0.06], [0.40, 0.03, -0.13], [0.17, -0.04, 0.25], [-0.28, -0.42, 0.07], [-0.20, -0.05, -0.04], [-0.11, 0.36, 0.50], [0.04, 0.19, -0.22], [0.07, 0.01, -0.22], [0.56, -0.31, -0.52], [0.17, -0.05, -0.32], [-0.17, -0.03, 0.09], [-0.44, 0.07, 0.47], [0.10, 0.22, 0.21], [-0.31, 0.37, -0.46], [-0.15, 0.08, -0.35]]}